(1)
# C5H7NO

A molecular structure, C5H7NO (ωB97M-V/def2-TZVPD, OMol25).

CARTESIAN COORDINATES (ANGSTROEM)
C  -2.227  0.168  -0.015
C  -0.825  0.058  -0.262
C  -0.465  -1.148  0.394
O  0.975  -1.091  0.576
C  1.364  -0.006  -0.098
N  2.702  0.264  -0.042
C  0.347  0.695  -0.723
H  -1.784  -1.079  0.836
H  -2.914  0.579  -0.760
H  -2.472  0.494  0.994
H  -0.673  -2.069  -0.153
H  3.204  -0.212  0.694
H  2.977  1.222  -0.191
H  0.462  1.645  -1.227

Results
* LUMO: 0.835 eV
* orbital gap: 0.3122 Eh

***

(2)
# C5H7NO

C5H7NO in the gas phase (ωB97M-V/def2-TZVPD, OMol25).

CARTESIAN COORDINATES (ANGSTROEM)
C  -1.892  0.606  -0.252
C  -0.447  0.267  -0.115
C  0.595  1.097  -0.042
N  1.797  0.421  0.290
C  1.490  -0.926  0.562
O  2.240  -1.720  1.074
C  0.083  -1.138  0.031
H  -2.053  1.680  -0.123
H  -2.475  0.085  0.515
H  -2.295  0.305  -1.226
H  0.592  2.181  -0.099
H  2.631  0.568  -0.256
H  -0.513  -1.846  0.606
H  0.248  -1.578  -0.965

Results
* LUMO: 0.800 eV
* SMILES string: CC1=CNC(=O)C1
* orbital gap: 0.3442 Eh

***

(3)
# C5H7NO

A molecular structure, C5H7NO at a distorted geometry (ωB97M-V/def2-TZVPD, OMol25).

CARTESIAN COORDINATES (ANGSTROEM)
C  -0.872  -0.829  1.057
C  -0.568  0.499  0.428
C  0.743  0.731  -0.277
C  1.794  -0.330  -0.403
O  1.729  -1.467  0.000
C  -1.620  0.657  -1.262
N  -1.301  0.800  -2.381
H  -0.775  -1.604  0.299
H  -1.880  -0.792  1.467
H  -0.161  -1.106  1.851
H  -0.950  1.374  0.943
H  0.245  0.747  -1.250
H  1.145  1.743  -0.177
H  2.662  0.004  -1.009

Results
* LUMO: -0.617 eV
* orbital gap: 0.3533 Eh

***

(4)
# C5H7NO

C5H7NO in the gas phase (ωB97M-V/def2-TZVPD, OMol25).

CARTESIAN COORDINATES (ANGSTROEM)
C  1.814  0.557  -0.275
C  0.501  -0.188  -0.127
C  -0.764  0.557  -0.383
C  -1.823  0.196  0.591
O  -1.596  -0.717  1.424
C  0.432  -1.587  -0.241
N  0.248  -2.746  -0.189
H  2.657  -0.139  -0.269
H  1.992  1.276  0.537
H  1.889  1.121  -1.220
H  -0.583  -0.934  1.281
H  -0.639  1.651  -0.376
H  -1.292  0.353  -1.344
H  -2.835  0.599  0.592

Results
* LUMO (spin up / spin down): -0.921 / -0.920 eV
* orbital gap (spin up / spin down): 0.2272 / 0.2272 Eh

***

(5)
# C5H7NO

C5H7NO in the gas phase (ωB97M-V/def2-TZVPD, OMol25).

CARTESIAN COORDINATES (ANGSTROEM)
C  2.614  1.216  -0.074
C  1.855  0.279  -0.084
C  1.006  -0.916  -0.189
C  -0.448  -0.795  0.274
N  -1.100  0.475  -0.031
C  -2.245  0.583  0.736
O  -3.064  -0.300  0.854
H  3.310  2.027  -0.074
H  1.453  -1.712  0.416
H  1.041  -1.255  -1.230
H  -1.032  -1.601  -0.170
H  -0.541  -0.923  1.366
H  -0.481  1.276  0.035
H  -2.301  1.518  1.317

Results
* LUMO: 0.842 eV
* SMILES string: C#CCCNC=O
* orbital gap: 0.3935 Eh

***

(6)
# C5H7NO

C5H7NO in the gas phase (ωB97M-V/def2-TZVPD, OMol25).

CARTESIAN COORDINATES (ANGSTROEM)
C  -0.641  1.145  1.000
C  1.614  0.013  -1.246
N  0.490  0.674  -1.133
C  -0.596  0.232  -0.223
C  -0.148  -1.181  0.101
C  1.304  -1.237  -0.401
O  2.048  -2.169  -0.239
H  -1.486  0.880  1.642
H  -0.740  2.201  0.723
H  0.284  1.015  1.574
H  0.345  1.522  -1.667
H  -1.531  0.267  -0.790
H  -0.691  -1.916  -0.496
H  -0.253  -1.447  1.156

Results
* LUMO: 0.193 eV
* orbital gap: 0.3222 Eh

***

(7)
# C5H7NO

C5H7NO in the gas phase (ωB97M-V/def2-TZVPD, OMol25).

CARTESIAN COORDINATES (ANGSTROEM)
O  -2.210  1.287  1.863
C  -2.088  1.601  0.484
C  -0.948  0.855  -0.062
C  0.009  0.123  -0.150
C  1.093  -0.823  0.026
C  1.607  -1.682  -1.069
N  2.444  -0.634  -0.502
H  -1.616  0.546  2.038
H  -3.023  1.357  -0.035
H  -1.928  2.678  0.379
H  1.084  -1.237  1.035
H  1.194  -1.545  -2.065
H  1.904  -2.697  -0.823
H  2.478  0.171  -1.120

Results
* LUMO: 0.796 eV
* SMILES string: OCC#C[C@H]1CN1
* orbital gap: 0.3731 Eh

***

(8)
# C5H7NO

2 unconnected molecules or ions with the total composition C5H7NO at a distorted geometry (ωB97M-V/def2-TZVPD, OMol25).

CARTESIAN COORDINATES (ANGSTROEM)
C  1.622  -0.796  -1.478
C  0.789  -1.693  -0.763
C  -0.103  -1.209  0.265
N  -0.279  0.112  0.508
C  0.472  0.934  -0.271
C  1.413  0.557  -1.226
H  2.242  -1.110  -2.407
H  0.873  -2.774  -0.861
H  -0.688  -1.887  0.865
H  0.279  1.974  -0.007
H  1.847  1.324  -1.825
O  -3.255  1.422  2.333
H  -2.735  1.811  3.074
H  -2.477  1.335  1.793

Results
* LUMO: 0.721 eV
* SMILES string: c1ccncc1.O
* orbital gap: 0.3865 Eh

***

The following energy above the lowest of the compared OMol25 structures with the same formula, charge and spin values (in kcal/mol) correspond, in order, to the records above: 101.3 8.7 85.9 84.9 51.7 49.9 82.1 18.4.